No. 1
DFT (ωB97M-V/def2-TZVPD) results for 2 unconnected molecules or ions with the total composition C4H3I.

Last column: Löwdin charge in e.
Cartesian coordinates (Å):
I  -4.238  0.744  -1.119  0.385
C  0.943  1.676  0.249  0.151
C  1.455  -2.040  0.759  0.139
C  1.084  0.490  0.487  -0.167
C  1.316  -0.836  0.629  -0.175
H  0.600  2.593  -0.076  0.014
H  -2.752  0.476  -1.551  -0.389
H  1.592  -3.102  0.621  0.041

As for the structure (SMILES): C#CC#C.I. Its spin multiplicity is 1. The calculation puts the HOMO energy at -9.8 eV. The energy comes out at -451.75810 Eh.

---

No. 2
DFT (ωB97M-V/def2-TZVPD) results for a molecular structure, C18H22MnN5O4.

Last column: Löwdin charge in e.
Cartesian coordinates (Å):
Mn  0.167  0.096  -0.514  0.999
O  -0.906  2.281  0.287  0.001
O  -5.277  0.715  5.565  0.162
O  -4.971  2.755  4.883  0.151
O  -1.249  -0.258  1.002  -0.052
N  1.382  1.769  -0.790  -0.106
N  1.694  -0.574  0.547  -0.090
N  -0.382  -1.898  -0.728  -0.098
N  0.904  -0.306  -2.285  0.064
N  -4.794  1.560  4.856  -0.329
C  1.832  -2.055  0.330  -0.103
C  0.669  -1.502  -2.873  -0.209
C  2.220  0.362  -4.155  0.047
C  1.192  -1.809  -4.109  0.047
C  -3.253  2.023  2.960  0.125
C  -2.018  0.214  1.892  -0.244
C  -3.829  1.075  3.831  -0.013
C  -2.644  -0.709  2.815  0.105
C  0.430  -2.633  0.296  -0.121
C  1.978  -0.866  -4.759  0.052
C  2.490  1.668  0.206  -0.118
C  -3.533  -0.286  3.767  0.080
C  1.672  0.617  -2.919  -0.201
C  1.838  1.916  -2.195  -0.063
C  -1.750  2.602  1.112  -0.085
C  -2.358  1.619  2.013  -0.068
C  -0.220  -2.419  -2.108  -0.068
C  2.928  0.222  0.287  -0.115
H  0.443  -3.702  0.082  0.147
H  0.174  -3.436  -2.097  0.152
H  2.871  2.263  -2.241  0.152
H  -2.066  3.648  1.210  0.166
H  3.344  -0.119  -0.662  0.137
H  0.830  2.588  -0.553  0.112
H  2.449  -2.487  1.117  0.155
H  2.828  1.114  -4.640  0.149
H  2.345  -2.194  -0.623  0.136
H  -2.388  -1.756  2.715  0.142
H  -1.199  -2.463  -2.588  0.162
H  -4.010  -0.969  4.459  0.153
H  1.430  -0.433  1.525  0.160
H  2.403  -1.088  -5.730  0.148
H  -3.544  3.062  3.073  0.157
H  -0.054  -2.489  1.261  0.124
H  3.319  2.327  -0.054  0.148
H  2.098  1.999  1.171  0.143
H  3.661  0.037  1.071  0.156
H  1.226  2.674  -2.687  0.162
H  -1.358  -1.982  -0.462  0.139
H  0.988  -2.772  -4.558  0.149

Its net charge is +3. Its expectation value of S² is 3.82. Its spin multiplicity is 4. The calculation puts the HOMO energy (spin up / spin down) at -19.0 / -19.0 eV. The energy comes out at -2423.74797 Eh.

---

No. 3
DFT (ωB97M-V/def2-TZVPD) results for C12H9N in the gas phase.

Last column: Löwdin charge in e.
Cartesian coordinates (Å):
N  0.540  -2.111  -0.103  0.120
C  2.795  -0.814  -0.275  -0.017
C  1.248  1.468  0.351  -0.017
C  -0.622  -1.683  0.215  -0.140
C  -3.106  0.291  0.524  -0.053
C  2.641  1.587  0.296  -0.073
C  -0.833  -0.231  0.222  -0.259
C  1.432  -0.946  -0.182  -0.177
C  3.394  0.448  0.002  -0.061
C  -1.857  -0.152  -1.358  0.057
C  -1.843  0.349  1.096  -0.022
C  -3.084  -0.025  -0.917  -0.146
C  0.609  0.225  0.124  -0.085
H  4.414  0.518  0.035  0.068
H  3.361  -1.630  -0.633  0.095
H  -4.024  -0.096  -1.632  0.144
H  -1.859  0.448  2.103  0.077
H  -1.437  -2.412  0.335  0.137
H  -3.915  0.277  1.150  0.067
H  0.582  2.266  0.466  0.090
H  3.055  2.480  0.608  0.076
H  -1.491  -0.257  -2.426  0.120

As for the structure (SMILES): C1=CC2(C=C1)C=Nc1ccccc12. Its spin multiplicity is 1. The calculation puts the HOMO energy at -8.5 eV. The energy comes out at -517.29678 Eh.

---

Number 1: F_max 3.10 eV/Å. Number 2: F_max 0.45 eV/Å. Number 3: F_max 5.07 eV/Å.